63
Properties=species:S:1:pos:R:3:forces:R:3:lowdin_charge:R:1 method="wB97M-V/def2-TZVPD" homo_lumo_gap_ev=9.641 e_tot_ev=-38602.2517
O 7.48904 -0.04996 0.10159 -0.068 0.101 -0.233 0.145
C 6.83028 0.43217 -0.76629 0.040 -0.073 0.143 -0.502
O 6.54928 1.79239 -0.79584 0.023 -0.142 0.056 0.057
C 6.20713 -0.36899 -1.89632 0.075 0.027 -0.021 -0.101
C 5.21758 -1.43981 -1.42886 -0.033 -0.127 0.004 -0.138
C 3.89846 -0.88609 -0.91567 -0.236 0.089 -0.084 -0.222
C 2.70514 -1.84998 -0.93575 0.021 0.036 0.012 -0.073
C 1.63710 -1.08854 -0.10644 0.221 0.149 -0.011 -0.244
C 0.72610 -0.27290 -0.99594 -0.088 -0.012 0.001 -0.181
C -0.22678 -0.91091 -1.78480 -0.028 -0.031 -0.014 -0.026
C -1.03463 -0.15648 -2.61851 -0.030 -0.151 0.002 -0.148
N -0.95980 1.16912 -2.72364 0.024 -0.005 0.018 0.057
C -0.04827 1.76902 -1.96692 0.093 0.145 0.077 -0.148
C 0.80708 1.10638 -1.09282 -0.050 0.064 -0.028 -0.013
N 2.46196 -0.26248 0.78412 -0.003 -0.411 0.240 0.108
C 3.81394 -0.44258 0.54045 -0.142 -0.062 -0.010 -0.433
O 4.69545 -0.32552 1.35208 0.060 0.224 -0.106 0.117
H 7.16721 2.24554 -1.38098 -0.026 0.021 -0.018 0.111
H 7.04302 -0.85814 -2.40746 -0.083 0.008 0.042 0.127
H 5.71970 0.29661 -2.61108 0.039 0.013 0.063 0.117
H 4.98870 -2.06961 -2.29547 0.063 0.015 0.067 0.120
H 5.69244 -2.08408 -0.68375 -0.056 0.101 0.046 0.133
H 3.59882 -0.00382 -1.50223 0.177 -0.078 -0.050 0.159
H 2.36619 -2.09493 -1.94380 -0.012 -0.001 0.100 0.124
H 2.97864 -2.76970 -0.40913 -0.026 -0.008 -0.105 0.134
H 1.03597 -1.78267 0.48724 -0.007 0.012 -0.065 0.144
H -0.34884 -1.98902 -1.75557 0.028 0.045 0.030 0.117
H -1.78292 -0.64945 -3.23108 0.007 0.051 -0.005 0.105
H 0.01373 2.84986 -2.05297 -0.039 -0.027 -0.019 0.107
H 1.51432 1.66662 -0.49369 -0.010 -0.061 -0.033 0.111
H 2.19974 -0.19916 1.75686 0.000 0.050 -0.013 0.148
C -0.77808 -1.86724 3.49636 0.010 0.007 -0.006 -0.108
O -0.15206 -2.97358 2.87162 -0.012 0.052 -0.095 -0.207
C -0.23035 -4.17418 3.62323 0.077 0.020 -0.002 -0.203
C -1.32282 -5.09037 3.11732 -0.062 -0.055 0.002 -0.208
O -2.61086 -4.52610 3.28154 0.027 0.067 0.020 -0.188
C -3.13898 -3.94969 2.10221 -0.013 -0.015 0.003 -0.109
H -0.86320 -1.07735 2.75042 0.017 0.005 -0.002 0.085
H -1.77669 -2.12120 3.85817 -0.005 0.007 -0.006 0.086
H -0.17644 -1.49951 4.33452 -0.015 -0.015 0.019 0.090
H -0.39469 -3.94929 4.68183 -0.006 -0.002 0.004 0.128
H 0.73232 -4.68542 3.53164 -0.003 -0.003 0.009 0.126
H -1.29310 -6.02159 3.69057 0.008 -0.004 -0.006 0.126
H -1.14386 -5.33631 2.06489 0.007 0.004 -0.004 0.126
H -3.44415 -4.72479 1.39072 0.025 0.002 -0.015 0.089
H -2.41748 -3.28610 1.61890 -0.006 0.010 -0.004 0.080
H -4.01658 -3.37316 2.38880 -0.011 -0.017 0.003 0.091
C -3.24374 2.74460 -0.38392 0.013 -0.019 -0.011 -0.118
O -4.59800 3.04662 -0.10275 -0.009 0.001 -0.040 -0.188
C -4.79432 4.34455 0.42780 -0.003 -0.050 0.034 -0.209
C -5.24956 5.32978 -0.62770 -0.006 0.061 -0.033 -0.209
O -4.26256 5.54374 -1.62039 0.036 -0.037 0.017 -0.191
C -4.47753 4.80641 -2.80984 0.000 0.014 0.000 -0.110
H -3.22502 1.84068 -0.98949 -0.017 -0.013 0.018 0.079
H -2.76060 3.54880 -0.94353 0.019 -0.007 0.001 0.081
H -2.68419 2.56442 0.54163 0.017 0.028 -0.003 0.089
H -3.87470 4.70827 0.89896 0.003 0.004 0.003 0.126
H -5.56530 4.27306 1.20096 0.000 0.014 0.000 0.125
H -5.44986 6.29286 -0.14852 -0.008 -0.005 0.007 0.125
H -6.18164 4.97883 -1.08364 -0.001 -0.008 -0.001 0.126
H -5.30781 5.22951 -3.38608 -0.018 -0.018 0.010 0.088
H -4.68664 3.75502 -2.60088 0.004 -0.006 -0.008 0.084
H -3.56727 4.87583 -3.40267 -0.003 0.019 -0.004 0.090